# 1
{"formula": "C5H10O", "method": "ωB97M-V/def2-TZVPD", "elements": ["C", "C", "O", "C", "C", "C", "H", "H", "H", "H", "H", "H", "H", "H", "H", "H"], "positions_angstrom": [[-2.017, -0.481, 0.445], [-0.841, 0.385, -0.075], [-1.299, 1.671, -0.439], [0.054, 0.411, 1.094], [1.064, -0.665, 1.075], [2.168, 0.126, 0.306], [-2.378, -0.106, 1.409], [-1.751, -1.537, 0.545], [-2.825, -0.376, -0.283], [-0.437, -0.088, -0.986], [-1.123, 2.222, 0.339], [2.074, 1.208, 0.466], [1.425, -0.936, 2.071], [0.817, -1.577, 0.510], [2.102, -0.059, -0.768], [3.158, -0.164, 0.663]], "atomic_forces_ev_per_a": [[-0.084, -0.110, 0.084], [0.166, -0.170, 0.044], [-0.030, 0.192, 0.123], [0.093, -0.181, -0.235], [-0.132, -0.118, 0.139], [0.106, 0.115, -0.126], [0.066, -0.054, -0.130], [-0.013, 0.150, -0.039], [0.124, -0.027, 0.085], [-0.013, 0.063, 0.147], [-0.058, 0.001, -0.138], [0.020, -0.114, -0.012], [-0.055, 0.083, -0.149], [-0.016, 0.157, 0.069], [-0.029, 0.027, 0.158], [-0.145, -0.016, -0.020]], "lowdin_charge": [-0.03, -0.52, -0.05, 0.06, -0.29, -0.09, 0.08, 0.08, 0.09, 0.15, 0.08, 0.08, 0.10, 0.11, 0.08, 0.08], "e_homo_ev": -8.67, "orbital_gap_ev": 8.898, "e_lumo_ev": 0.2, "relative_energy_kcal_mol": 84.5, "total_energy_ha": -271.617915}



# 2
{"formula": "C3H9O2S", "method": "ωB97M-V/def2-TZVPD", "elements": ["C", "C", "C", "O", "O", "S", "H", "H", "H", "H", "H", "H", "H", "H", "H"], "positions_angstrom": [[-1.998, 0.944, -3.679], [-0.114, -1.187, 2.149], [2.082, 0.443, 1.351], [-0.236, 0.132, -0.008], [-1.100, 0.714, -2.912], [0.878, -0.813, 0.668], [-1.986, 1.846, -4.200], [-2.903, 0.275, -4.027], [-0.398, -0.107, -0.931], [0.033, -2.277, 2.415], [-1.111, -0.988, 1.869], [0.135, -0.588, 2.977], [1.463, 0.924, 2.185], [2.332, 0.972, 0.538], [2.925, -0.291, 1.606]], "atomic_forces_ev_per_a": [[-1.020, -1.803, -0.379], [1.286, -2.521, -0.370], [-2.004, -4.180, 3.270], [0.428, 0.059, 0.187], [-0.428, -0.813, 0.520], [-0.611, 0.972, 0.790], [-0.056, 2.037, -1.054], [1.611, 0.453, 1.205], [-0.084, 0.084, -0.709], [-0.222, 1.255, -0.356], [-1.111, 0.025, -0.460], [0.587, 0.832, 0.909], [1.638, -0.327, -1.191], [0.967, 2.431, -2.687], [-0.981, 1.496, 0.325]], "lowdin_charge": [-0.10, -0.19, -0.14, -0.30, -0.02, 1.11, 0.06, 0.13, 0.05, 0.10, 0.05, 0.04, 0.10, 0.01, 0.10], "e_homo_ev": -13.49, "orbital_gap_ev": 9.671, "e_lumo_ev": -3.8, "relative_energy_kcal_mol": 23.9, "total_energy_ha": -668.029637, "charge": 1}



# 3
{"formula": "C14H49N3O10", "method": "ωB97M-V/def2-TZVPD", "elements": ["C", "O", "C", "C", "C", "N", "H", "H", "H", "H", "H", "H", "H", "H", "H", "H", "H", "C", "O", "C", "C", "C", "N", "H", "H", "H", "H", "H", "H", "H", "H", "H", "H", "H", "C", "O", "C", "C", "C", "N", "H", "H", "H", "H", "H", "H", "H", "H", "H", "H", "H", "O", "C", "C", "O", "H", "H", "H", "H", "H", "H", "O", "H", "H", "O", "H", "H", "O", "H", "H", "O", "H", "H", "O", "H", "H"], "positions_angstrom": [[13.421, -6.876, -13.497], [12.823, -7.634, -14.517], [12.950, -9.028, -14.341], [12.271, -9.718, -15.514], [10.818, -9.349, -15.770], [12.420, -11.185, -15.396], [14.509, -6.921, -13.664], [13.276, -7.129, -12.445], [13.218, -5.815, -13.639], [14.013, -9.278, -14.247], [12.368, -9.332, -13.458], [12.850, -9.427, -16.406], [10.838, -8.258, -15.812], [10.249, -9.679, -14.899], [10.460, -9.769, -16.704], [13.303, -11.550, -15.051], [12.436, -11.465, -16.373], [7.323, -16.449, -11.886], [7.728, -15.160, -11.480], [8.906, -15.069, -10.687], [10.114, -15.481, -11.474], [11.469, -15.362, -10.736], [10.311, -14.556, -12.640], [8.177, -17.093, -12.110], [6.717, -16.329, -12.780], [6.750, -16.948, -11.098], [9.000, -14.035, -10.352], [8.810, -15.644, -9.760], [10.113, -16.526, -11.791], [11.564, -15.900, -9.787], [11.684, -14.318, -10.487], [12.283, -15.649, -11.399], [10.423, -15.081, -13.500], [9.464, -14.000, -12.705], [18.360, -15.170, -8.192], [17.159, -15.798, -8.521], [16.698, -15.598, -9.836], [15.366, -16.358, -9.913], [15.663, -17.855, -10.085], [14.561, -15.866, -11.079], [19.248, -15.592, -8.679], [18.575, -15.381, -7.138], [18.318, -14.077, -8.246], [16.648, -14.531, -10.109], [17.437, -15.989, -10.556], [14.773, -16.197, -9.016], [14.721, -18.322, -10.380], [15.828, -18.303, -9.100], [16.512, -18.133, -10.704], [14.477, -14.876, -10.815], [15.223, -15.821, -11.857], [14.009, -17.860, -13.179], [12.731, -18.442, -13.331], [11.643, -17.390, -13.652], [11.537, -17.176, -15.060], [13.878, -17.126, -12.559], [12.656, -19.234, -14.071], [12.414, -18.894, -12.379], [11.862, -16.477, -13.089], [10.641, -17.757, -13.423], [12.228, -16.571, -15.372], [13.734, -13.076, -10.608], [13.484, -12.475, -9.897], [13.713, -12.532, -11.408], [12.754, -12.291, -12.682], [12.042, -12.832, -12.309], [12.351, -11.844, -13.452], [15.166, -12.236, -15.139], [15.410, -11.837, -15.983], [15.485, -11.613, -14.473], [12.623, -14.896, -16.348], [12.749, -14.143, -16.931], [13.354, -14.847, -15.700], [13.990, -14.724, -13.923], [14.450, -13.915, -14.199], [13.482, -14.458, -13.144]], "atomic_forces_ev_per_a": [[1.793, 0.635, -0.554], [-0.643, 0.116, 0.402], [-1.306, 0.330, 0.104], [1.542, -0.470, -0.974], [1.037, 0.576, 0.955], [-0.496, -0.043, -0.360], [0.087, -0.143, 0.271], [-0.684, -0.481, -0.158], [-0.578, -0.122, -0.080], [-0.040, -0.334, 0.020], [0.479, -0.029, 0.356], [-0.118, 0.351, 0.085], [-0.536, -0.041, -0.147], [-0.369, -0.009, -0.238], [-0.122, -0.106, 0.070], [0.170, 0.645, -0.044], [-0.435, -0.655, 0.239], [0.354, -0.145, 0.344], [-0.056, 0.646, 0.119], [-0.386, -0.569, 0.132], [2.520, 0.583, -0.223], [-0.515, 0.520, 0.695], [-0.598, -0.203, 0.531], [-0.048, 0.022, -0.181], [-0.061, -0.053, 0.027], [-0.131, 0.056, 0.001], [-0.071, 0.163, -0.297], [0.008, -0.303, -0.056], [-0.700, 0.161, -0.082], [-0.140, -0.350, -0.202], [-0.241, -0.012, -0.066], [-0.197, -0.188, 0.246], [-0.155, 0.159, -0.129], [-0.001, -0.103, -0.473], [0.618, -0.163, 1.110], [0.109, 0.112, 0.217], [0.161, 0.010, 0.228], [0.743, -0.486, -1.765], [-1.156, -0.184, 1.462], [1.328, 0.563, 0.827], [-0.215, 0.234, -0.642], [-0.371, -0.044, 0.012], [0.002, 0.005, -0.503], [-0.459, 0.059, 0.440], [-0.211, -0.322, 0.003], [0.103, 0.100, 0.105], [0.282, -0.144, -0.574], [0.375, 0.154, 0.015], [-0.189, 0.253, -0.379], [-0.651, -0.193, -0.533], [-0.126, -0.146, -0.154], [-0.260, -0.375, -0.636], [-1.392, 0.642, 1.160], [0.532, -0.898, -1.277], [0.264, 0.537, 0.196], [0.299, -0.019, 0.147], [0.629, 0.135, -0.279], [0.144, -0.152, 0.108], [-0.054, -0.099, -0.237], [0.141, -0.136, 0.508], [-0.334, -0.216, 0.075], [0.531, 0.131, 1.000], [0.093, -0.138, 0.027], [-0.023, 0.072, -0.021], [-0.622, 0.621, -0.881], [-0.241, -0.251, -0.155], [0.040, -0.321, 0.062], [0.270, 0.185, 0.094], [0.043, -0.139, 0.037], [0.054, -0.133, -0.024], [0.483, 0.133, -0.012], [-0.063, -0.097, -0.055], [-0.474, 0.059, 0.005], [0.426, 0.111, 0.017], [-0.119, -0.129, 0.183], [-0.068, 0.065, -0.245]], "lowdin_charge": [-0.12, -0.18, -0.21, -0.44, -0.04, 0.03, 0.09, 0.09, 0.09, 0.12, 0.13, 0.14, 0.08, 0.09, 0.08, 0.02, 0.08, -0.10, -0.19, -0.20, -0.41, -0.07, 0.07, 0.07, 0.09, 0.09, 0.13, 0.13, 0.10, 0.09, 0.06, 0.02, 0.07, 0.08, -0.13, -0.18, -0.22, -0.37, -0.05, 0.03, 0.09, 0.09, 0.09, 0.12, 0.13, 0.14, 0.07, 0.08, 0.08, 0.03, 0.08, -0.08, -0.23, -0.24, -0.07, 0.02, 0.12, 0.11, 0.07, 0.11, 0.04, -0.08, 0.06, -0.01, -0.08, 0.04, 0.03, -0.04, 0.07, 0.07, -0.06, 0.03, 0.01, -0.05, 0.02, 0.02], "e_homo_ev": -8.89, "orbital_gap_ev": 8.662, "e_lumo_ev": -0.2, "smiles": "COC[C@H](C)N.COC[C@H](C)N.COC[C@H](C)N.OCCO.O.O.O.O.O", "total_energy_ha": -1479.362600}